[1]
C25H38FN4O5PS5SbW | ωB97M-V/def2-TZVPD

```
! wB97M-V def2-TZVPD RIJCOSX def2/J DEFGRID3
* xyz 0 2
W -0.4955 0.1421 0.4282
O 0.9651 0.6863 4.6715
C 2.1873 1.2156 4.4344
C 2.9929 1.4742 5.5427
C 4.2514 2.0132 5.3777
C 4.7356 2.3087 4.1045
C 3.9448 2.0484 3.0063
C 2.6680 1.4944 3.1462
C 1.8697 1.1950 1.9400
O 0.6112 0.8670 2.1027
N 2.4441 1.2080 0.7795
N 1.5173 0.9598 -0.2446
C 1.9252 1.3967 -1.3904
S 0.8736 1.5001 -2.7576
C 2.2512 1.6333 -3.9328
C 3.2713 2.5606 -3.3044
S 3.5439 2.0256 -1.5913
H 0.4888 0.6826 3.8177
H 2.5967 1.2487 6.5237
H 4.8615 2.2146 6.2490
H 5.7180 2.7423 3.9782
H 4.2935 2.2700 2.0067
H 1.8414 2.0463 -4.8540
H 2.6781 0.6501 -4.1351
H 2.9072 3.5873 -3.2971
H 4.2309 2.5220 -3.8191
N 1.2068 -1.4041 0.8872
C 0.9207 -2.2414 2.0618
C -0.4124 -2.8946 1.7931
N -1.3518 -1.8212 1.4159
H 1.3933 -1.9766 0.0660
H 2.0564 -0.8636 1.0356
H 0.8689 -1.5918 2.9370
H 1.7053 -2.9819 2.2314
H -0.7691 -3.4525 2.6597
H -0.3248 -3.5815 0.9530
H -1.8602 -1.5029 2.2335
H -2.0424 -2.1558 0.7482
S -2.4021 2.4601 -3.5859
Sb -3.0069 2.2444 -1.4061
S -2.6894 -0.2098 -0.7550
S -0.8319 2.4011 -0.2486
C -2.0124 -1.3274 -5.2327
C -2.2060 -1.0306 -3.7671
O -0.9037 -1.1734 -3.1408
P -0.4742 -1.3416 -1.6334
O 1.0958 -1.7005 -1.9186
C 1.7170 -2.0047 -3.1748
C 1.5282 -3.4486 -3.5835
O -1.0664 -2.7745 -1.1719
C -1.6302 -3.7952 -2.0119
C -3.0376 -4.0931 -1.5470
H -2.9696 -1.2335 -5.7464
H -1.6260 -2.3358 -5.3977
H -1.3228 -0.6064 -5.6724
H -2.9059 -1.7168 -3.2901
H -2.5434 -0.0093 -3.6158
H 2.7746 -1.7818 -3.0249
H 1.3226 -1.3287 -3.9334
H 1.8496 -4.1228 -2.7882
H 2.1258 -3.6594 -4.4718
H 0.4863 -3.6567 -3.8233
H -0.9860 -4.6725 -1.9257
H -1.6174 -3.4720 -3.0520
H -3.0350 -4.4625 -0.5202
H -3.4908 -4.8561 -2.1812
H -3.6485 -3.1908 -1.5868
F -3.7512 5.9062 3.1148
C -3.3257 4.6452 2.8713
C -4.1862 3.7513 2.2754
C -3.7347 2.4587 2.0387
C -2.4418 2.0631 2.3709
C -1.9949 0.6672 2.0832
C -1.6102 3.0019 2.9861
C -2.0420 4.2912 3.2410
H -5.1869 4.0621 2.0075
H -4.4040 1.7416 1.5771
H -2.8876 0.0709 1.8934
H -1.4932 0.2685 2.9748
H -0.5996 2.7241 3.2548
H -1.3995 5.0221 3.7132
*
```

Gap between HOMO and LUMO (spin up / spin down) (eV): 6.780 / 5.983
⟨S²⟩: 0.76
Highest occupied orbital energy (spin up / spin down) (eV): -6.783 / -6.750
ΔE to the lowest compared entry with this formula, charge and spin (eV): 0.770
E (Eh): -4310.3197

[2]
C25H38FNO7PtSi4Te | ωB97M-V/def2-TZVPD

```
! wB97M-V def2-TZVPD RIJCOSX def2/J DEFGRID3
* xyz -2 1
Pt 0.2399 -4.6437 0.3126
C -6.8164 -3.7031 -1.6476
C -6.3839 -2.6566 -0.6262
C -6.7341 -1.2612 -1.1240
C -6.3745 -0.2334 -0.0640
C -4.9159 -0.3676 0.2904
C -4.2110 0.7234 0.7506
C -2.8658 0.5873 1.0643
F -2.2185 1.6741 1.5254
C -2.1960 -0.5969 0.9276
C -2.8928 -1.7117 0.4523
C -2.1914 -2.9979 0.3072
O -0.9639 -3.0168 0.4889
C -3.0165 -4.1288 0.0053
C -4.3284 -3.9232 -0.2809
N -4.9379 -2.7228 -0.3437
C -4.2557 -1.5959 0.1364
C -2.5911 -5.5894 0.0111
O -3.4877 -6.4279 -0.1301
O -1.3628 -5.8823 0.1643
H -7.8392 -3.4901 -1.9597
H -6.7939 -4.7147 -1.2474
H -6.1692 -3.6683 -2.5259
H -6.9338 -2.8322 0.3070
H -7.7983 -1.2260 -1.3605
H -6.1652 -1.0602 -2.0368
H -6.9978 -0.3954 0.8220
H -6.5751 0.7794 -0.4162
H -4.7016 1.6828 0.8596
H -1.1375 -0.6821 1.1682
H -4.9280 -4.7985 -0.4775
O 4.1339 -3.8490 0.0746
C 3.0200 -4.2995 0.2021
O 1.9429 -3.5807 0.3997
C 2.7581 -5.8395 0.1584
O 3.6735 -6.6331 0.1136
O 1.4976 -6.1768 0.1832
C 5.0389 0.5717 -2.1483
Si 4.8040 1.4907 -0.5220
C 5.8667 0.5770 0.7371
C 5.6311 3.1882 -0.7544
Si 2.5614 1.5956 0.1233
Te 1.5209 -0.6370 0.1780
Si 1.4335 2.9148 -1.4444
C 1.7750 2.2645 -3.1870
C 1.8850 4.7628 -1.5117
C -0.4386 2.8300 -1.2398
Si 2.4575 2.5632 2.2488
C 0.6993 2.7189 2.9101
C 3.2512 4.2776 2.4674
C 3.3385 1.4268 3.4714
H 6.0981 0.4742 -2.4068
H 4.5301 1.0715 -2.9763
H 4.6162 -0.4332 -2.0591
H 6.8955 0.4554 0.3839
H 5.4495 -0.4185 0.9165
H 5.8979 1.1034 1.6946
H 6.6876 3.0818 -1.0215
H 5.5726 3.7813 0.1634
H 5.1388 3.7626 -1.5452
H 2.7963 2.4946 -3.5042
H 1.0868 2.6867 -3.9268
H 1.6611 1.1765 -3.1989
H 2.9510 4.8916 -1.7209
H 1.6782 5.2531 -0.5550
H 1.3223 5.2911 -2.2891
H -0.7503 1.7815 -1.2234
H -0.9673 3.3366 -2.0542
H -0.7582 3.2763 -0.2924
H 0.1016 3.4281 2.3281
H 0.6840 3.0376 3.9572
H 0.1987 1.7494 2.8410
H 2.7993 5.0090 1.7900
H 4.3217 4.2437 2.2444
H 3.1310 4.6474 3.4912
H 2.9983 0.3993 3.3110
H 3.1313 1.6969 4.5124
H 4.4216 1.4360 3.3279
*
```

Gap between HOMO and LUMO (eV): 4.361
Highest occupied orbital energy (eV): -0.934
ΔE to the lowest compared entry with this formula, charge and spin (eV): 0.982
E (Eh): -3202.3201

[3]
C25H38N2O6S | ωB97M-V/def2-TZVPD

```
! wB97M-V def2-TZVPD RIJCOSX def2/J DEFGRID3
* xyz 0 1
N 6.3671 -1.0434 -0.3990
C 4.9700 -0.5644 -0.2286
C 4.7041 0.7314 -1.0395
C 3.9266 1.8133 -0.2568
C 2.3720 1.6844 -0.2166
C 1.7089 1.0769 -1.5031
C 1.4408 -0.4274 -1.5362
C 0.4183 -1.0663 -0.8476
C 0.2002 -2.4261 -0.9221
C 0.9985 -3.2233 -1.7299
C 2.0109 -2.6044 -2.4390
C 2.2342 -1.2421 -2.3409
C 1.8196 3.1626 -0.1034
C 0.5075 3.2919 0.7179
C -0.3492 4.4889 0.2099
C -1.0084 4.2862 -1.1796
C -2.3123 3.4391 -1.2317
C -3.3653 3.7494 -0.1410
N -4.2744 2.5995 -0.0192
C -5.6396 2.5776 -0.1721
C -6.1064 1.3260 0.0649
C -4.9795 0.4734 0.3997
C -3.9201 1.3364 0.3206
C -0.2870 1.9930 0.8590
O 0.3549 1.0000 1.6801
S 1.9490 0.8873 1.3722
O 2.3605 -0.4777 1.4723
O 2.5902 1.6726 2.3936
H 6.3923 -1.7145 -1.1658
H 6.5505 -1.6235 0.4186
H 4.2581 -1.3646 -0.4816
H 4.8339 -0.3593 0.8424
H 5.7111 1.1473 -1.2180
H 4.2939 0.5170 -2.0325
H 4.3891 1.8944 0.7341
H 4.1309 2.7702 -0.7672
H 0.7803 1.6399 -1.6819
H 2.3423 1.2996 -2.3751
H -0.2696 -0.5030 -0.2169
H -0.6054 -2.8804 -0.3430
H 0.7762 -4.2884 -1.7852
H 2.6452 -3.1887 -3.1094
H 3.0458 -0.8539 -2.9571
H 2.5977 3.7044 0.4577
H 1.7780 3.6486 -1.0887
H 0.8137 3.5778 1.7376
H 0.3767 5.3123 0.0864
H -1.0399 4.8241 0.9954
H -0.2655 3.7450 -1.7931
H -1.1298 5.2573 -1.6827
H -2.7929 3.6784 -2.1958
H -2.0888 2.3662 -1.2969
H -2.9494 3.9086 0.8601
H -3.9770 4.5894 -0.4869
H -6.2778 3.4171 -0.4303
H -7.1253 0.9506 0.0591
H -4.9460 -0.5721 0.6751
H -2.9201 0.9580 0.5280
H -0.5216 1.5122 -0.1027
H -1.2571 2.2549 1.3049
C -3.2761 -7.8682 0.9518
O -3.1770 -6.4788 1.2649
C -2.1882 -6.1777 2.1100
O -1.4154 -6.9589 2.5990
O -2.2075 -4.8602 2.3160
C -1.1945 -4.3903 3.2082
H -4.1093 -7.9833 0.2631
H -2.3667 -8.2190 0.4658
H -3.4781 -8.4514 1.8491
H -0.2032 -4.6025 2.8100
H -1.3143 -4.8362 4.1945
H -1.3101 -3.3129 3.2954
*
```

Gap between HOMO and LUMO (eV): 8.950
Highest occupied orbital energy (eV): -8.409
E (Eh): -1934.4934

[4]
C25H38N4PtS3 | ωB97M-V/def2-TZVPD

```
! wB97M-V def2-TZVPD RIJCOSX def2/J DEFGRID3
* xyz 0 3
Pt 0.9314 2.2278 -0.2878
C -1.6905 4.5071 -0.4379
N -1.5557 3.0961 -0.0925
C -2.3487 2.2517 -0.9656
C -1.5694 1.9214 -2.2416
N -0.4130 1.0536 -1.9988
C -0.7909 -0.2536 -1.4555
C 0.3443 0.9139 -3.2202
C -0.1588 0.1524 -4.2665
C 0.5609 -0.0315 -5.4322
C 1.8032 0.5680 -5.5663
C 2.3068 1.3390 -4.5424
C 1.5960 1.5282 -3.3528
S 2.3685 2.4930 -2.1189
C -1.6675 2.9003 1.3114
C -2.7592 2.3121 1.9344
C -2.7851 2.1378 3.3113
C -1.7313 2.5848 4.0896
C -0.6400 3.1790 3.4888
C -0.5775 3.3154 2.1065
S 0.8855 3.9678 1.4000
H -2.7152 4.8580 -0.2412
H -1.4564 4.6522 -1.4903
H -0.9901 5.0991 0.1457
H -3.2896 2.7419 -1.2599
H -2.5905 1.3211 -0.4532
H -1.1920 2.8465 -2.6866
H -2.2643 1.4464 -2.9531
H -1.7137 -0.6499 -1.8982
H -0.9323 -0.1794 -0.3766
H 0.0179 -0.9576 -1.6467
H -1.1226 -0.3237 -4.1533
H 0.1546 -0.6361 -6.2287
H 2.3880 0.4083 -6.4600
H 3.2731 1.8066 -4.6397
H -3.6159 1.9899 1.3581
H -3.6360 1.6595 3.7757
H -1.7602 2.4799 5.1652
H 0.2125 3.4956 4.0712
C 3.1498 -3.7013 -0.2016
C 4.2837 -2.6866 -0.2974
C 4.4115 -1.7531 0.9086
C 3.2172 -0.8375 1.1443
N 2.0947 -1.5755 1.6829
C 0.9033 -1.0262 1.9505
S 0.5697 0.6005 1.7341
N -0.0469 -1.8302 2.4683
C -1.3945 -1.3980 2.7600
C -2.4004 -2.5343 2.6024
C -2.6235 -2.9807 1.1538
C -1.4329 -3.6727 0.4936
H 3.1938 -4.3917 -1.0400
H 2.1816 -3.2105 -0.2290
H 3.2248 -4.2897 0.7115
H 4.1505 -2.0863 -1.1978
H 5.2251 -3.2288 -0.4019
H 5.2831 -1.1162 0.7539
H 4.5954 -2.3406 1.8122
H 2.9070 -0.3449 0.2131
H 3.4905 -0.0465 1.8522
H 2.2662 -2.5296 1.9570
H 0.1964 -2.7663 2.7556
H -1.6301 -0.5781 2.0767
H -1.4471 -0.9994 3.7808
H -3.3543 -2.1764 2.9958
H -2.0933 -3.3878 3.2139
H -2.9050 -2.1090 0.5580
H -3.4697 -3.6724 1.1462
H -0.6137 -2.9797 0.3200
H -1.7371 -4.0724 -0.4720
H -1.0725 -4.5008 1.1029
*
```

Gap between HOMO and LUMO (spin up / spin down) (eV): 6.815 / 5.923
⟨S²⟩: 2.01
Highest occupied orbital energy (spin up / spin down) (eV): -6.448 / -6.760
E (Eh): -2508.3054

[5]
C25H38NO2 | ωB97M-V/def2-TZVPD

```
! wB97M-V def2-TZVPD RIJCOSX def2/J DEFGRID3
* xyz 0 2
C 2.9913 -0.9219 0.1661
C 2.5742 -0.2330 -1.1831
C 3.7616 -0.5830 -2.1911
C 1.2923 -0.9600 -1.7108
C 0.3334 -0.1336 -2.6359
C -1.1546 -0.5091 -2.2689
C -1.5014 -2.0195 -2.5228
C -2.0811 -2.6162 -1.1880
C -3.4188 -1.9238 -0.7584
O -3.2359 -1.0274 0.3491
C 0.4447 1.4314 -2.5060
C 1.1639 1.8119 -1.1862
C 0.2950 1.5719 0.1038
C 1.3618 3.3779 -1.2452
N 2.5148 1.2379 -1.1125
O 3.1813 1.7229 -0.1263
H 3.9816 -0.5704 0.5092
H 3.1425 -1.9934 -0.0910
H 2.2179 -0.8326 0.9483
H 3.3916 -0.9825 -3.1516
H 4.2773 0.3699 -2.4422
H 4.5184 -1.2183 -1.7028
H 1.6494 -1.8217 -2.3110
H 0.7781 -1.4208 -0.8386
H 0.4819 -0.4747 -3.6808
H -1.7757 0.1034 -2.9630
H -1.4094 -0.1773 -1.2428
H -0.6568 -2.6032 -2.9231
H -2.3471 -2.0301 -3.2431
H -1.3208 -2.5425 -0.3883
H -2.3501 -3.6732 -1.3962
H -3.9285 -1.4345 -1.6140
H -4.1292 -2.6911 -0.3886
H -3.1838 -0.1385 -0.0004
H 1.0787 1.7803 -3.3492
H -0.5550 1.8819 -2.6119
H 0.3495 0.5021 0.3814
H 0.5811 2.2459 0.9267
H -0.7587 1.7506 -0.1989
H 1.9790 3.6701 -2.1156
H 1.7366 3.7772 -0.2905
H 0.3469 3.8024 -1.3990
C -3.4285 -5.2878 1.7152
C -3.6837 -6.6427 1.5423
C -2.6341 -7.5532 1.5392
C -1.3294 -7.1095 1.7184
C -1.0747 -5.7549 1.8948
C -2.1235 -4.8436 1.8892
H -4.2464 -4.5774 1.7146
H -4.7014 -6.9892 1.4092
H -2.8326 -8.6085 1.3982
H -0.5116 -7.8196 1.7206
H -0.0577 -5.4092 2.0360
H -1.9245 -3.7868 2.0214
C 1.5250 7.2258 4.0219
C 0.8263 7.9446 3.0598
C 0.2990 7.2931 1.9518
C 0.4627 5.9204 1.8108
C 1.1585 5.2011 2.7746
C 1.6933 5.8540 3.8781
H 1.9388 7.7345 4.8839
H 0.6932 9.0136 3.1733
H -0.2400 7.8545 1.1986
H 0.0479 5.4110 0.9492
H 1.2852 4.1304 2.6652
H 2.2402 5.2939 4.6265
*
```

Gap between HOMO and LUMO (spin up / spin down) (eV): 9.172 / 9.556
⟨S²⟩: 0.75
Highest occupied orbital energy (spin up / spin down) (eV): -8.531 / -9.342
E (Eh): -1180.5145

[6]
C25H38P2Pd | ωB97M-V/def2-TZVPD

```
! wB97M-V def2-TZVPD RIJCOSX def2/J DEFGRID3
* xyz 2 5
P 0.0345 1.5789 -1.4605
P 0.3557 -0.6808 0.8792
C -0.9914 0.0539 -1.4857
C -1.1918 -0.5726 -0.0981
H -0.5442 -0.6700 -2.1889
H -1.9705 0.3260 -1.8821
H -1.9496 -0.0409 0.5026
H -1.5441 -1.6004 -0.2093
C 1.1383 -2.2587 0.5087
H 1.9646 -2.3964 1.2184
H 1.5226 -2.2566 -0.5207
H 0.3918 -3.0521 0.6408
C -0.0540 -0.6780 2.6317
H -0.6704 -1.5650 2.8447
H -0.5955 0.2452 2.8915
H 0.8939 -0.7292 3.1903
C 0.8002 1.8075 -3.0877
H 1.3856 2.7387 -3.0452
H 0.0365 1.8798 -3.8791
H 1.4756 0.9609 -3.2897
C -1.0472 2.9961 -1.1114
H -1.4261 2.9278 -0.0821
H -1.8910 3.0365 -1.8160
H -0.4437 3.9095 -1.2151
Pd 1.5108 1.0959 0.1781
C -3.7333 -2.4047 -0.6184
C -2.7665 -3.1504 -1.1841
C -2.8872 -3.7173 -2.5692
C -3.5152 -2.7678 -3.6297
C -3.1092 -1.3284 -3.5314
C -3.7689 -0.3841 -2.8450
C -5.0054 -0.6569 -2.0369
C -5.0227 -2.0123 -1.2731
C 2.5310 2.8426 -0.2759
H -3.6511 -2.0855 0.4292
H -1.8790 -3.4778 -0.6197
H -3.4804 -4.6516 -2.5409
H -1.8897 -4.0244 -2.9232
H -3.2108 -3.1335 -4.6264
H -4.6092 -2.8808 -3.5960
H -2.2337 -1.0662 -4.1451
H -3.4909 0.6817 -2.9244
H -5.8948 -0.6049 -2.6930
H -5.1458 0.1566 -1.3061
H -5.7849 -1.9329 -0.4771
H -5.3922 -2.7924 -1.9551
H 2.7176 3.2502 0.7283
H 1.9724 3.5177 -0.9380
H 3.4558 2.4404 -0.7230
C 3.9505 2.9886 5.1032
C 2.8219 3.3212 4.3234
C 2.5070 2.5825 3.1820
C 3.3191 1.4957 2.7577
C 3.1040 0.7112 1.5898
C 3.9601 -0.2972 1.2191
C 5.0730 -0.6320 2.0453
C 5.3151 0.0876 3.1975
C 4.4766 1.1545 3.5765
C 4.7517 1.9184 4.7324
H 4.1900 3.5690 5.9919
H 2.1902 4.1581 4.6217
H 1.6285 2.8575 2.5823
H 3.8000 -0.8440 0.2935
H 5.7342 -1.4430 1.7593
H 6.1621 -0.1392 3.8555
H 5.6193 1.6377 5.3286
*
```

Gap between HOMO and LUMO (spin up / spin down) (eV): 5.153 / 3.573
⟨S²⟩: 6.06
Highest occupied orbital energy (spin up / spin down) (eV): -10.663 / -13.744
E (Eh): -1785.1700